No. 1
Molecular formula: C23H25BClF8N4O7S2W
Method: DFT, the ωB97M-V functional and the def2-TZVPD basis

Structure (XYZ):
```
72
Properties=species:S:1:pos:R:3
W 0.802 -0.920 0.267
Cl 5.690 1.718 -0.203
S -0.273 0.005 -2.762
S -1.966 -1.870 -1.577
F -0.535 -0.082 -5.336
F 0.425 -1.826 -4.464
F -2.725 -3.126 -3.722
F 3.267 -2.113 -1.101
F -0.984 -3.988 -2.760
F -2.947 -4.246 -1.881
F 1.483 -3.392 -1.530
F 1.511 0.045 -4.638
O -0.229 0.794 2.236
O -0.432 1.421 -2.767
O -3.245 -1.646 -0.986
O -1.351 0.404 -0.057
O 0.814 -0.538 -1.901
O 1.042 1.260 -0.085
O -0.862 -2.168 -0.652
N 2.604 -0.311 1.187
N -1.593 -0.823 -2.691
N 1.269 3.448 0.276
N -3.376 1.157 0.588
C -1.298 -4.850 3.356
C 0.180 2.118 2.001
C 4.985 0.702 2.212
C 0.861 2.249 0.648
C 0.077 -2.929 2.726
C -0.319 -3.909 3.692
C -4.440 1.188 1.592
C -1.068 -5.863 5.523
C 3.481 0.330 0.395
C 1.967 3.627 -1.004
C 0.323 -0.503 -4.429
C -1.635 0.601 2.263
C 4.654 0.864 0.879
C 4.098 0.004 3.009
C -2.156 0.699 0.835
C 1.148 4.611 1.157
C 0.276 -3.952 4.956
C -3.817 1.387 -0.791
C -1.665 -5.823 4.270
C 0.409 -2.090 1.906
C 2.924 -0.481 2.472
C -2.163 -3.427 -2.562
C -0.102 -4.924 5.866
B 1.973 -2.380 -0.829
H -4.549 0.634 -1.084
H 0.127 4.744 1.512
H -5.054 0.290 1.503
H 1.830 2.746 -1.619
H 1.030 -3.219 5.213
H -1.354 -6.626 6.235
H 0.361 -4.955 6.844
H 5.910 1.105 2.604
H -0.663 2.809 2.060
H -1.798 -0.401 2.656
H 1.544 4.485 -1.522
H -2.419 -6.554 4.005
H 3.236 0.412 -0.649
H -2.092 1.330 2.926
H 0.896 2.399 2.776
H -1.755 -4.808 2.375
H -2.968 1.334 -1.464
H 4.313 -0.166 4.055
H 1.816 4.536 2.016
H 1.421 5.496 0.591
H 3.032 3.798 -0.833
H -4.270 2.377 -0.842
H -4.051 1.240 2.603
H 2.201 -1.020 3.065
H -5.070 2.058 1.415
```

As for the HOMO energy (alpha / beta): -10.33 / -11.14 eV. As for the orbital gap (alpha / beta): 6.94 / 7.72 eV. As for the spin multiplicity: 3. The LUMO energy (alpha / beta) comes out at -3.3846 / -3.4215 eV. As for the total energy: -102979.3609 eV. Its total charge is +1.

No. 2
Molecular formula: C14H15ClF4NO21V
Method: DFT, the ωB97M-V functional and the def2-TZVPD basis

Structure (XYZ):
```
57
Properties=species:S:1:pos:R:3
V 36.661 28.544 35.515
Cl 38.990 31.292 34.508
F 35.330 22.760 33.502
F 32.656 24.166 37.223
F 32.726 28.708 30.542
F 37.468 28.860 29.046
O 34.827 29.320 34.274
O 38.260 28.967 31.211
O 37.464 24.339 34.944
O 37.870 28.025 37.182
O 37.667 30.690 34.542
O 36.153 24.833 33.214
O 32.518 27.039 36.751
O 32.619 29.426 33.840
O 37.111 28.226 33.017
O 38.764 27.716 35.372
O 39.811 30.509 33.598
O 38.888 32.648 34.050
O 33.997 28.477 32.363
O 37.621 26.836 31.350
O 40.158 27.619 37.020
O 34.046 25.878 37.783
O 34.672 27.682 36.576
O 36.337 32.287 37.678
O 36.280 26.256 34.933
O 35.687 30.391 36.854
O 39.578 31.260 35.829
N 35.507 31.506 37.268
C 36.436 23.465 33.112
C 38.451 28.462 29.921
C 32.842 25.222 38.066
C 34.080 31.978 37.369
C 31.836 29.185 32.700
C 37.556 28.041 31.942
C 31.852 26.318 37.764
C 38.294 26.948 30.122
C 38.945 27.559 36.648
C 33.910 29.086 33.568
C 37.616 23.266 34.062
C 36.621 25.255 34.408
C 32.694 28.295 31.841
C 33.850 26.963 37.033
H 33.874 31.902 38.433
H 32.408 27.243 31.845
H 31.533 30.092 32.170
H 33.504 31.344 36.703
H 34.127 33.015 37.047
H 32.721 24.862 39.087
H 39.307 26.540 30.144
H 30.926 25.920 37.345
H 36.718 23.146 32.110
H 31.527 26.874 38.647
H 37.786 26.548 29.247
H 38.561 23.420 33.533
H 39.398 28.776 29.487
H 37.554 22.237 34.417
H 30.885 28.717 32.961
```

As for the HOMO energy (alpha / beta): -2.71 / -2.77 eV. As for the orbital gap (alpha / beta): 4.34 / 4.40 eV. As for the spin multiplicity: 4. The LUMO energy (alpha / beta) comes out at 1.6305 / 1.6298 eV. As for the total energy: -108319.1774 eV. Its total charge is -1.